No. 1
C25H9BF9N4O4 | ωB97M-V with the def2-TZVPD basis set

Element x y z (Å)
N 1.97375 2.91956 -2.45544
C 2.01145 2.06907 -1.64995
C 2.10721 1.00862 -0.68199
C 1.07207 0.81077 0.27183
C 1.21546 -0.27328 1.15513
N 0.26312 -0.78717 2.03382
O -0.83810 -0.43848 2.40922
O 0.81794 -2.01566 2.50717
N 2.05370 -2.24869 1.97668
C 2.28558 -1.19104 1.14858
C 3.37490 -0.94134 0.21544
N 4.57067 -1.75706 0.15428
O 4.76673 -2.69510 0.95203
O 5.40392 -1.46302 -0.74004
C 3.23650 0.14201 -0.68080
H 0.14287 1.36319 0.29871
H 4.02134 0.31010 -1.42277
F -7.36486 2.46528 0.93282
C -6.00810 2.69543 0.98985
C -5.45946 3.72238 0.22687
C -4.09699 3.98528 0.35780
F -3.63926 5.05055 -0.37917
C -3.24535 3.26802 1.20944
B -1.70859 3.58316 1.51156
C -1.14885 4.85697 0.72948
C -0.50907 4.71535 -0.49881
F -0.57551 3.48411 -1.11673
C 0.07764 5.75417 -1.20375
C -0.10109 7.03821 -0.69956
F 0.39325 8.11431 -1.40546
C -0.80281 7.27627 0.48468
C -1.30022 6.17468 1.17305
F -2.06571 6.43308 2.28174
C -1.36943 3.72354 3.07073
C -0.07114 3.46799 3.51585
F 0.90407 3.17002 2.58904
C 0.33201 3.54799 4.84151
C -0.61796 3.95324 5.77528
F -0.24655 4.08310 7.09494
C -1.92587 4.27036 5.40410
C -2.26749 4.14071 4.05986
F -3.54572 4.50355 3.72319
H -1.02863 2.60632 1.14348
C -3.85870 2.21582 1.89371
F -3.08895 1.44097 2.72429
C -5.21285 1.91108 1.82385
H -6.06198 4.31650 -0.45448
H 0.63470 5.56279 -2.12567
H -0.96719 8.27860 0.86917
H 1.36224 3.32974 5.12257
H -2.66095 4.61804 6.12305
H -5.62725 1.08555 2.39818

The value obtained for the molecular weight is 611.17 g mol⁻¹. As for the total energy: -2401.54935 a.u. Its total charge is -1. As for the HOMO energy: -5.782 eV. The HOMO-LUMO gap comes out at 5.455 eV. As for the spin multiplicity: 1.

No. 2
C26H104N52O26 | ωB97M-V with the def2-TZVPD basis set

Element x y z (Å)
C -3.37562 -1.75498 -5.63566
O -3.51101 -2.93199 -6.02903
N -4.14279 -0.79420 -6.16274
N -2.38886 -1.40132 -4.72947
H -4.00274 0.19709 -6.02646
H -5.00248 -1.00850 -6.68060
H -2.33275 -0.56762 -4.23070
H -1.85338 -2.14950 -4.33315
C -3.31093 2.89525 -4.17388
O -3.71746 1.74502 -4.51552
N -1.96866 3.18879 -4.15406
N -4.06756 3.96647 -3.96085
H -1.60106 3.96296 -3.68724
H -1.30623 2.47726 -4.35782
H -5.05147 3.73836 -3.78844
H -3.63515 4.79942 -3.72049
C 1.05612 -4.82943 0.78259
O 2.08615 -4.40868 0.27397
N 0.78988 -4.73207 2.10196
N 0.20879 -5.52638 0.03035
H -0.07059 -5.11503 2.53836
H 1.41925 -4.27278 2.70981
H 0.41470 -5.65051 -0.92817
H -0.73612 -5.66657 0.24317
C 5.33057 -3.76799 -0.55850
O 6.51693 -3.51346 -0.86989
N 4.98074 -5.04064 -0.21870
N 4.31314 -2.80011 -0.62524
H 5.69925 -5.75139 -0.21131
H 4.12841 -5.15634 0.33738
H 4.62143 -1.85375 -0.60792
H 3.45794 -3.08108 -0.12125
C -2.94165 -5.40214 1.38692
O -2.36362 -5.87882 2.28956
N -3.19108 -4.02508 1.15488
N -3.20132 -6.23271 0.29817
H -3.53950 -3.57810 2.01802
H -3.84269 -3.80863 0.35547
H -2.62597 -7.07142 0.32238
H -3.27083 -5.77926 -0.59356
C -1.01861 -4.58948 -4.57276
O -0.09666 -4.38332 -3.73345
N -0.78247 -4.27655 -5.88943
N -2.17771 -5.36181 -4.38867
H -0.03456 -3.66258 -6.13917
H -1.54035 -4.32515 -6.59049
H -2.83145 -5.43448 -5.17828
H -2.47881 -5.52869 -3.44643
C 0.76641 -1.44474 3.25357
O 1.79653 -1.34900 2.62389
N 0.74481 -1.94265 4.52294
N -0.47426 -1.01155 2.74012
H 1.56391 -2.50585 4.70070
H -0.13440 -2.31358 4.91886
H -1.25164 -1.44132 3.17358
H -0.64792 -0.58389 1.80831
C 1.02313 5.17201 -3.59232
O 0.75048 4.72147 -2.46633
N 1.15249 4.29204 -4.60020
N 1.25852 6.49746 -3.96168
H 1.45702 3.38082 -4.43355
H 1.14846 4.60565 -5.55050
H 1.14269 7.14871 -3.19251
H 1.93782 6.65873 -4.74265
C -7.29847 4.25370 -2.57867
O -7.49265 5.41522 -2.91355
N -7.10717 3.96563 -1.23584
N -7.12153 3.22222 -3.53125
H -6.72332 3.12611 -0.85967
H -7.02479 4.85059 -0.74028
H -6.99650 2.22563 -3.31235
H -7.55692 3.42158 -4.42103
C 7.31579 2.21438 2.45997
O 8.18747 1.70609 3.19474
N 6.03886 1.81605 2.34785
N 7.69153 3.25919 1.67378
H 5.36287 1.99144 1.60391
H 5.77227 1.08125 3.04085
H 8.59898 3.62002 1.97413
H 7.12206 3.98840 1.31532
C 4.06321 1.37887 4.82954
O 3.10848 2.07814 4.47772
N 5.13551 1.80370 5.63795
N 4.28531 0.12951 4.32953
H 6.00307 1.29060 5.64501
H 5.21369 2.80569 5.62918
H 5.11206 -0.40807 4.46959
H 3.65826 -0.21838 3.65982
C 3.96908 2.99145 -0.44152
O 5.10326 3.39256 -0.19400
N 2.87321 3.76610 -0.33218
N 3.83851 1.63925 -0.72366
H 2.99898 4.83162 -0.09979
H 2.01377 3.54292 -0.84834
H 4.72618 1.13254 -0.46427
H 3.00034 1.21641 -0.30092
C -4.06292 -0.27032 2.38560
O -2.94156 0.22546 2.62294
N -4.28126 -1.12094 1.36212
N -5.17012 -0.17075 3.15236
H -5.28927 -1.35548 1.27194
H -3.64087 -1.15394 0.57902
H -6.07000 -0.43871 2.85976
H -5.11753 0.60162 3.80514
C -4.87508 3.04628 3.78175
O -4.84611 2.17135 4.62964
N -5.77928 4.08569 3.83582
N -4.02063 3.04829 2.72503
H -6.49964 3.97812 4.59204
H -5.65908 4.94521 3.37467
H -3.16105 2.49456 2.85130
H -3.80878 3.83500 2.12116
C -8.47909 -0.71450 0.70552
O -7.38490 -0.61642 1.34137
N -8.62941 -0.18726 -0.52722
N -9.54436 -1.31348 1.37533
H -9.38454 -0.35535 -1.15994
H -7.89152 0.37979 -0.93101
H -9.40098 -1.51988 2.32865
H -10.53426 -1.17563 1.11835
C -0.97810 2.59791 4.84048
O -0.92207 3.77425 5.30301
N 0.03606 2.05726 4.16073
N -2.04664 1.71091 5.03558
H 0.29042 1.01470 4.19156
H 0.87683 2.61779 4.34204
H -2.06439 0.99760 4.28257
H -2.90914 2.03860 5.47711
C -5.24201 1.14641 -1.15868
O -6.21282 0.64353 -1.73386
N -5.37203 1.65523 0.10838
N -4.09464 1.32384 -1.78454
H -4.66423 2.00423 0.73938
H -6.17132 1.29346 0.66360
H -3.52602 1.90676 -1.19999
H -4.06926 1.38363 -2.79968
C 6.76826 -0.09173 -0.64894
O 5.66242 -0.29949 -0.12290
N 7.48005 -1.10004 -1.11683
N 7.29154 1.13894 -0.63237
H 6.96635 -2.00699 -1.07624
H 8.28894 -0.93120 -1.68216
H 6.75795 1.90471 -0.23090
H 8.16582 1.31347 -1.11744
C 0.45578 5.89322 3.26893
O 1.00911 6.04959 2.20713
N 1.04548 5.59874 4.42350
N -0.90652 6.33067 3.42738
H 0.47138 5.23000 5.16549
H 2.06689 5.35348 4.49096
H -1.38249 5.99135 2.59081
H -1.32241 6.15350 4.30616
C 7.24029 -1.89112 2.83015
O 6.48612 -1.67920 3.81187
N 8.25088 -1.08593 2.50882
N 6.95329 -2.92690 2.01759
H 8.30758 -0.19415 3.00381
H 8.66827 -1.14124 1.62333
H 7.31680 -3.01525 1.07115
H 6.23763 -3.56510 2.38111
C -3.79230 -2.79502 -1.99963
O -3.91429 -4.05206 -2.05490
N -2.60809 -2.29236 -1.71964
N -4.74958 -1.84485 -2.32195
H -1.92715 -2.85035 -1.24755
H -2.45294 -1.38600 -1.43278
H -5.56109 -2.34962 -2.81266
H -4.79037 -0.83514 -2.18718
C -0.50193 0.15986 -0.94751
O -1.37865 0.26178 -0.00038
N -0.53922 0.89216 -2.06392
N 0.46753 -0.73855 -0.82879
H -1.09995 1.70514 -2.10781
H 0.25373 0.97295 -2.72601
H 0.42473 -1.30892 -0.02850
H 1.16592 -0.99302 -1.50815
C -1.49595 4.06704 -0.21660
O -1.72314 3.48802 -1.25577
N -1.73432 3.36577 0.93333
N -0.86254 5.33417 -0.17543
H -1.11924 3.63656 1.67743
H -1.75027 2.35559 0.79424
H -0.49540 5.70834 -1.03108
H -0.31294 5.61676 0.73367
C 2.22298 0.02034 -3.70742
O 1.85395 1.16678 -3.74238
N 1.84439 -0.92688 -4.68417
N 3.17690 -0.51007 -2.90552
H 0.86855 -0.84161 -4.98683
H 2.09862 -1.88705 -4.47165
H 3.59238 -1.41414 -3.14273
H 3.82425 0.21815 -2.58004
C 3.71642 -3.85777 4.37129
O 2.60053 -4.34390 4.59340
N 4.01333 -3.07524 3.29053
N 4.82573 -4.30679 5.14322
H 3.24237 -2.72131 2.74450
H 4.85607 -2.43077 3.35327
H 5.48007 -3.52340 5.29397
H 4.70382 -4.86939 6.01045
C 3.64019 -4.26878 -3.53524
O 3.51334 -3.06570 -3.71529
N 4.88442 -4.76711 -3.32252
N 2.64866 -5.13624 -3.64249
H 4.95640 -5.49216 -2.69381
H 5.51637 -3.98557 -3.07282
H 1.75432 -4.85170 -3.88798
H 2.80894 -6.13485 -3.82909

The value obtained for the molecular weight is 1561.46 g mol⁻¹. As for the total energy: -5857.90690 a.u. As for the HOMO energy: -9.350 eV. The HOMO-LUMO gap comes out at 9.537 eV. As for the spin multiplicity: 1.